[1]
{
  "formula": "C3H5ClO2",
  "method": "ωB97M-V/def2-TZVPD",
  "e_tot_ha": -727.78658,
  "symbols": ["C", "C", "C", "O", "O", "Cl", "H", "H", "H", "H", "H"],
  "positions_angstrom": [[-0.7453, -1.0011, -0.0998], [-2.0239, -0.2971, 0.2628], [0.5140, -0.1361, -0.1992], [-1.3409, -0.7804, 1.2881], [-1.2793, 1.9419, 0.3298], [-3.4872, -0.1401, -0.3703], [-0.7305, -2.0070, -0.4715], [0.3195, 0.9495, -0.2940], [1.1199, -0.4329, -1.0670], [1.0990, -0.2995, 0.7571], [-0.5436, 2.1269, 0.9696]],
  "lowdin_charge": [-0.1605, -0.7393, -0.0600, 0.0490, -0.3480, 0.9137, 0.1326, 0.0522, 0.0772, 0.1082, -0.0250]
}



[2]
{
  "formula": "C3H5ClO2S",
  "method": "ωB97M-V/def2-TZVPD",
  "e_tot_ha": -1126.15042,
  "smiles": "O=C(S)[C@H](Cl)CO",
  "symbols": ["C", "C", "C", "H", "H", "H", "H", "H", "O", "O", "S", "Cl"],
  "positions_angstrom": [[0.4521, -0.9680, 0.9158], [0.0676, -0.3901, -0.4998], [-0.2318, 1.0860, -0.3386], [-0.7019, 0.2423, 1.8959], [1.5070, -0.6678, 1.1865], [0.4496, -2.0689, 0.7632], [1.0254, -0.4839, -1.0673], [-0.1262, 1.4346, -2.6809], [-0.4086, -0.6802, 1.9458], [-0.6045, 1.5508, 0.7286], [-0.1649, 2.2673, -1.6209], [-1.2638, -1.3221, -1.2284]],
  "lowdin_charge": [-0.3145, -0.6579, -0.8108, 0.0626, 0.1366, 0.1169, 0.1199, -0.1105, -0.0611, -0.0184, 0.8813, 0.6561]
}



[3]
{
  "formula": "C3H5ClP2",
  "method": "ωB97M-V/def2-TZVPD",
  "e_tot_ha": -1260.13082,
  "smiles": "C=CP(Cl)#P=C",
  "symbols": ["C", "C", "C", "P", "P", "Cl", "H", "H", "H", "H", "H"],
  "positions_angstrom": [[-0.1295, 1.3248, 0.6141], [1.1401, -1.3785, 0.2719], [-0.3670, 1.0612, -0.6627], [-0.3197, -1.9824, -0.3605], [-1.4373, -0.2931, -1.3497], [-2.9120, -0.2146, 0.0429], [0.6938, 2.0033, 0.8300], [-0.6266, 0.9308, 1.4461], [1.7707, -2.0548, 0.8153], [1.7378, -0.5465, -0.1318], [0.4497, 1.1497, -1.5157]],
  "lowdin_charge": [-0.1293, -0.4268, -0.5424, 0.6079, 0.2450, 0.1073, 0.0627, 0.0255, -0.0358, -0.0013, 0.0873]
}



[4]
{
  "formula": "C3H5ClS",
  "method": "ωB97M-V/def2-TZVPD",
  "e_tot_ha": -975.54826,
  "symbols": ["C", "C", "C", "S", "Cl", "H", "H", "H", "H", "H"],
  "positions_angstrom": [[-0.4765, 0.2158, -0.4724], [-0.1895, 0.2775, 1.0184], [0.8293, 0.6243, 0.0756], [2.0485, -1.5827, -0.0698], [1.9580, 1.8945, 0.0395], [-0.5561, -0.7987, -0.9062], [-1.2091, 0.7783, -0.8063], [-0.8095, 0.9714, 1.5980], [-0.2230, -0.6960, 1.4174], [2.9811, -0.8504, -0.6128]],
  "lowdin_charge": [-0.1538, -0.2028, -0.8153, 0.4395, 0.6885, 0.0990, 0.0473, 0.1227, 0.0721, -0.2972]
}



[5]
{
  "formula": "C3H5ClS",
  "method": "ωB97M-V/def2-TZVPD",
  "e_tot_ha": -975.64573,
  "smiles": "S[C@H]1C[C@@H]1Cl",
  "symbols": ["C", "C", "C", "H", "H", "H", "H", "H", "S", "Cl"],
  "positions_angstrom": [[0.3122, 0.5502, 0.0915], [-0.8384, -0.3183, -0.4505], [-0.0769, -0.7132, 0.8056], [1.6172, 1.5266, -1.6605], [0.0149, 1.4465, 0.5561], [-1.8118, 0.1071, -0.4467], [-0.6605, -0.9835, -1.2711], [0.5262, -1.6214, 0.8475], [1.8810, 0.4924, -0.8168], [-0.9640, -0.4864, 2.3449]],
  "lowdin_charge": [-0.6580, -0.1694, -0.6903, -0.1316, 0.0766, 0.0882, 0.0897, 0.0997, 0.7238, 0.5713]
}



[6]
{
  "formula": "C3H5ClS2",
  "method": "ωB97M-V/def2-TZVPD",
  "e_tot_ha": -1373.80974,
  "smiles": "C=CC(S)(S)Cl",
  "symbols": ["C", "C", "C", "S", "S", "Cl", "H", "H", "H", "H", "H"],
  "positions_angstrom": [[1.8276, 0.2428, -0.2220], [0.5932, -0.2814, -0.2286], [-0.7490, 0.1611, 0.2128], [-1.2825, -1.2082, 1.4036], [-1.7563, 0.2962, -1.5029], [-0.7223, 1.7402, 0.9459], [2.7394, -0.2868, -0.4311], [1.9370, 1.2346, -0.0149], [0.3970, -1.2591, -0.6146], [-2.3280, -0.5900, 2.0783], [-2.7997, 0.9681, -1.0009]],
  "lowdin_charge": [0.0454, -0.4055, -1.4029, 0.6701, 0.6312, 0.5895, 0.0665, 0.0139, 0.0696, -0.1112, -0.1666]
}



[7]
{
  "formula": "C3H5ClSi",
  "method": "ωB97M-V/def2-TZVPD",
  "e_tot_ha": -866.72744,
  "spin_multiplicity": 3,
  "symbols": ["C", "C", "C", "Si", "Cl", "H", "H", "H", "H", "H"],
  "positions_angstrom": [[1.1990, -0.2204, 0.0278], [0.1050, 0.1854, -0.0574], [2.5762, -0.7073, 0.2074], [-2.9511, 0.9794, -0.3425], [-4.1982, -0.4740, 0.3748], [3.0879, -1.0594, -0.7208], [3.2277, -0.0428, 0.9831], [2.5486, -1.7079, 0.7200], [-2.6414, 0.9969, -1.7498], [-2.9538, 2.0502, 0.5573]],
  "lowdin_spin": [0.3430, 0.6542, 0.0414, 0.6439, 0.1470, 0.0084, 0.0017, 0.0161, 0.0706, 0.0738]
}



[8]
{
  "formula": "C3H5CsO3",
  "method": "ωB97M-V/def2-TZVPD",
  "e_tot_ha": -362.87799,
  "spin_multiplicity": 2,
  "charge": 1,
  "symbols": ["H", "C", "C", "O", "C", "O", "H", "H", "H", "Cs", "O", "H"],
  "positions_angstrom": [[0.2859, -1.0392, -1.5221], [0.7986, -0.6302, -0.6437], [0.4292, -1.2544, 0.6939], [-0.8967, -0.7597, 0.9099], [-1.0056, 0.4791, 0.3835], [-2.2031, 0.6293, -0.2087], [1.8741, -0.4903, -0.7968], [0.4123, -2.3457, 0.7085], [-2.5824, 1.4933, -0.0097], [1.5095, 3.8415, -0.5550], [0.2660, 0.6854, -0.3511], [1.1122, -0.6093, 1.3914]],
  "lowdin_spin": [0.0036, 0.0280, 0.0109, 0.1398, 0.5447, 0.1407, 0.0010, 0.0007, 0.0140, 0.0119, 0.1018, 0.0028]
}



[9]
{
  "formula": "C3H5CuO3",
  "method": "ωB97M-V/def2-TZVPD",
  "e_tot_ha": -1983.05597,
  "spin_multiplicity": 2,
  "charge": 1,
  "symbols": ["H", "C", "C", "O", "C", "O", "H", "H", "H", "H", "Cu", "O"],
  "positions_angstrom": [[-1.6368, -0.0355, 1.3767], [-1.6575, -0.1893, 0.2305], [-0.4014, -0.8345, -0.3260], [0.6601, 0.1182, -0.1921], [1.8818, -0.3034, 0.0995], [2.5997, 0.7853, 0.1105], [-2.5897, -0.7279, -0.0100], [-0.5225, -1.0484, -1.3955], [-0.1458, -1.7560, 0.2073], [3.5248, 0.5720, 0.2872], [0.0329, 2.2700, -0.4452], [-1.7457, 1.1495, 0.0572]],
  "lowdin_spin": [-0.0013, 0.0776, 0.0504, 0.0219, 0.0186, 0.0059, 0.0301, -0.0004, 0.0007, 0.0005, 0.0939, 0.7020]
}



[10]
{
  "formula": "C3H5EuO4",
  "method": "ωB97M-V/def2-TZVPD",
  "e_tot_ha": -1127.93096,
  "spin_multiplicity": 7,
  "charge": 2,
  "symbols": ["O", "C", "O", "O", "H", "C", "O", "C", "H", "H", "H", "H", "Eu"],
  "positions_angstrom": [[-1.7895, -1.7705, 4.0721], [-1.5958, -1.2743, 2.9899], [-0.5250, -0.9783, 2.3658], [-2.6702, -0.8392, 2.1890], [-3.5365, -0.8962, 2.6081], [0.8624, 0.6832, -2.3511], [-0.1276, 0.4610, -1.6561], [2.2171, 0.9450, -1.8393], [2.4602, 1.9534, -2.2413], [0.7417, 0.6001, -3.4461], [2.2770, 0.9752, -0.7477], [2.9173, 0.2581, -2.3400], [-1.2313, -0.1176, 0.3967]],
  "lowdin_spin": [-0.2313, -0.0039, -0.2021, -0.0324, -0.0013, -0.0015, -0.0241, -0.0012, -0.0001, -0.0012, 0.0001, 0.0000, 6.4990]
}



[11]
{
  "formula": "C3H5F2N",
  "method": "ωB97M-V/def2-TZVPD",
  "e_tot_ha": -371.70747,
  "smiles": "CN1CC1(F)F",
  "symbols": ["C", "C", "C", "N", "F", "F", "H", "H", "H", "H", "H"],
  "positions_angstrom": [[0.6564, -1.0467, -0.4300], [0.4413, 0.4990, -1.0640], [-0.6537, 0.3533, 1.2442], [0.4941, 0.1990, 0.3154], [-0.7048, 0.7680, -1.6862], [1.4093, 1.2134, -1.6401], [-0.2336, -1.4935, -0.7795], [1.5569, -1.5350, -0.2407], [-0.5343, -0.3603, 2.0029], [-0.7611, 1.3407, 1.4012], [-1.6707, 0.0622, 0.8769]],
  "lowdin_charge": [0.0194, -0.4985, -0.0478, -0.0821, 0.1245, 0.1196, 0.0819, 0.0736, 0.0701, 0.0429, 0.0964]
}



[12]
{
  "formula": "C3H5F2N4O3",
  "method": "ωB97M-V/def2-TZVPD",
  "e_tot_ha": -761.38000,
  "charge": 1,
  "symbols": ["C", "C", "C", "N", "N", "N", "N", "O", "O", "O", "F", "F", "H", "H", "H", "H", "H"],
  "positions_angstrom": [[-2.1970, -1.9184, 0.0749], [0.9942, 0.1370, 0.5789], [3.2311, -0.4941, 0.1035], [-2.4562, 0.2171, -1.0205], [-2.6536, -0.9809, -0.5263], [-2.1993, 2.8651, 0.5593], [-1.5747, 1.9619, 0.6170], [-1.7839, -2.8794, 0.5421], [-0.1355, 0.0133, 1.0460], [1.8685, -0.8075, 0.4590], [1.3938, 1.3083, 0.1451], [-1.0636, 0.3809, -1.7258], [3.1061, 0.1499, -0.6884], [3.7376, -1.4385, -0.3239], [3.8601, 0.0376, 0.8511], [-3.2094, 0.4632, -1.6638], [-0.9181, 0.9845, 0.9719]],
  "lowdin_charge": [-0.2723, -0.4845, 0.0296, 0.0217, 0.0875, 0.2888, 0.1704, 0.2402, 0.1641, 0.1025, 0.2100, -0.1328, 0.0617, 0.1532, 0.1302, 0.1489, 0.0808]
}



[13]
{
  "formula": "C3H5F2NO2",
  "method": "ωB97M-V/def2-TZVPD",
  "e_tot_ha": -522.13116,
  "smiles": "C/C=C(\\F)[N+](=O)[O-].F",
  "symbols": ["C", "C", "C", "N", "O", "O", "F", "F", "H", "H", "H", "H", "H"],
  "positions_angstrom": [[1.6130, -1.2332, -0.5937], [0.6964, -0.0471, -0.4461], [0.1751, 0.3301, 0.7314], [-0.8780, 1.3983, 0.8212], [-1.1799, 1.8217, -0.2653], [-1.2276, 1.8153, 1.9018], [0.1777, -0.3389, 1.8813], [-2.9587, -0.3878, -0.5915], [1.3520, -1.9221, -1.4238], [1.4385, -1.8450, 0.3214], [2.7097, -0.8425, -0.7946], [-2.5682, 0.4161, -0.3310], [0.6500, 0.8351, -1.2111]],
  "lowdin_charge": [-0.0775, -0.0523, -0.2258, -0.3550, 0.0490, 0.1352, 0.1121, -0.0697, 0.0813, 0.0826, 0.1256, 0.0335, 0.1611]
}



[14]
{
  "formula": "C3H5FN2OS",
  "method": "ωB97M-V/def2-TZVPD",
  "e_tot_ha": -800.08144,
  "smiles": "NN(C=O)C(=S)CF",
  "symbols": ["C", "C", "C", "H", "H", "H", "H", "H", "N", "N", "O", "F", "S"],
  "positions_angstrom": [[1.5020, 0.1711, 0.0684], [-0.9409, -0.0513, -0.0684], [-1.1067, 1.4449, 0.1820], [-0.0864, -2.4578, 0.0775], [1.4704, -2.1049, -0.3879], [1.3430, 1.2371, 0.2593], [-0.8892, 1.6606, 1.2410], [-2.1292, 1.7035, -0.0438], [0.4939, -1.8909, -0.5282], [0.3201, -0.5523, -0.1722], [2.5778, -0.3671, 0.0685], [-0.2834, 2.2158, -0.6216], [-2.2715, -1.0085, -0.0746]],
  "lowdin_charge": [-0.2310, -0.7469, -0.2122, 0.0567, 0.0821, 0.1360, 0.1322, 0.0973, 0.0919, -0.1618, 0.0738, -0.0533, 0.7351]
}



[15]
{
  "formula": "C3H5FN2S",
  "method": "ωB97M-V/def2-TZVPD",
  "e_tot_ha": -724.70813,
  "symbols": ["C", "C", "C", "N", "N", "F", "S", "H", "H", "H", "H", "H"],
  "positions_angstrom": [[0.1585, 0.4026, -0.4393], [-0.6700, -0.8694, 1.7921], [1.2031, 0.9989, -1.3794], [-1.8178, -0.8544, 1.2369], [-1.9867, -1.0078, -0.0437], [0.4722, -1.2715, 1.3753], [-0.9344, -0.5473, -1.1359], [0.1736, 0.5329, 0.5913], [-0.6451, -0.6892, 2.8062], [2.2403, 0.9009, -1.0108], [0.6707, 2.0262, -1.4118], [1.1357, 0.3783, -2.3807]],
  "lowdin_charge": [-0.5124, -0.3300, -0.1612, -0.0569, -0.4379, 0.0708, 1.0400, 0.0252, 0.0981, 0.0728, 0.1017, 0.0899]
}



[16]
{
  "formula": "C3H5FO",
  "method": "ωB97M-V/def2-TZVPD",
  "e_tot_ha": -292.28039,
  "symbols": ["C", "C", "C", "O", "F", "H", "H", "H", "H", "H"],
  "positions_angstrom": [[0.1087, -0.9649, -0.4154], [1.1404, -0.4311, -1.3095], [-0.6620, 0.1062, 0.3426], [1.0225, -1.6672, 0.3919], [1.6915, -0.9418, -2.4008], [-0.5817, -1.6384, -0.8339], [1.7065, 0.4171, -0.9152], [-0.8867, -0.2876, 1.3246], [-1.6489, 0.3049, -0.1021], [0.0179, 1.0449, 0.4279]],
  "lowdin_charge": [-0.5631, 0.0536, -0.0456, -0.0790, 0.1098, 0.1208, 0.1404, 0.0756, 0.0787, 0.1089]
}



[17]
{
  "formula": "C3H5FO",
  "method": "ωB97M-V/def2-TZVPD",
  "e_tot_ha": -292.27785,
  "smiles": "FC[C@H]1CO1",
  "symbols": ["C", "C", "C", "H", "H", "H", "H", "H", "O", "F"],
  "positions_angstrom": [[0.0536, -0.7610, -0.7651], [-0.6159, 0.4180, -0.1973], [0.2991, 0.8646, 0.9336], [-0.3541, -1.4648, -1.7382], [1.1555, -0.6018, -0.7712], [-1.7270, 0.3250, -0.1566], [1.3839, 0.2473, 1.0119], [0.1041, 1.5257, 1.8661], [0.1415, 1.6989, -0.4164], [-0.0128, -1.8613, 0.3658]],
  "lowdin_charge": [-0.0854, -0.3143, -0.0393, 0.1854, 0.1060, 0.1548, 0.1600, 0.1287, -0.1004, -0.1956]
}



[18]
{
  "formula": "C3H5FO",
  "method": "ωB97M-V/def2-TZVPD",
  "e_tot_ha": -292.36136,
  "smiles": "CC(=O)CF",
  "symbols": ["C", "C", "C", "O", "F", "H", "H", "H", "H", "H"],
  "positions_angstrom": [[0.1238, 0.6458, -0.3440], [-1.0979, 0.5039, 0.3750], [1.2130, -0.6744, -0.2594], [0.4306, 1.5873, -1.0130], [0.5936, -1.7842, 0.3395], [-1.8044, -0.0116, -0.2242], [-1.0684, -0.1178, 1.2152], [-1.7873, 1.3134, 0.5057], [1.8108, -0.3259, 0.5805], [1.5863, -1.1364, -1.1754]],
  "lowdin_charge": [-0.3965, -0.0284, -0.0492, 0.0904, -0.1100, 0.0953, 0.0723, 0.0960, 0.1110, 0.1191]
}



[19]
{
  "formula": "C3H5FO2",
  "method": "ωB97M-V/def2-TZVPD",
  "e_tot_ha": -367.36726,
  "spin_multiplicity": 3,
  "symbols": ["C", "C", "C", "O", "O", "F", "H", "H", "H", "H", "H"],
  "positions_angstrom": [[0.3018, 1.1937, -0.2691], [-0.1732, 0.1832, 0.8089], [1.4566, 0.6082, -0.9450], [-0.2965, 2.1796, -0.6494], [2.6832, -0.7004, 1.0947], [3.8299, -0.2366, 0.5325], [-1.0527, 0.5657, 1.2282], [-0.3168, -0.7339, 0.2480], [0.5561, 0.0433, 1.5976], [2.3287, 1.1523, -1.2292], [1.4500, -0.5744, -0.8389]],
  "lowdin_spin": [0.0881, 0.0153, 0.6594, 0.1479, 0.8653, 0.1604, 0.0025, -0.0004, 0.0031, 0.0369, 0.0215]
}



[20]
{
  "formula": "C3H5FO3",
  "method": "ωB97M-V/def2-TZVPD",
  "e_tot_ha": -442.70357,
  "symbols": ["C", "C", "C", "O", "O", "O", "F", "H", "H", "H", "H", "H"],
  "positions_angstrom": [[1.6661, 0.5649, 0.1334], [-1.4409, -0.9631, 0.0790], [-0.3445, -0.5408, 0.9965], [2.4049, 0.0749, 0.8616], [1.6420, 1.9978, -1.9936], [0.9190, 1.0816, -0.5773], [-0.6714, 0.2690, 1.9851], [-1.4767, -2.0080, -0.2803], [-2.4647, -0.8039, 0.8196], [-1.5624, -0.2409, -0.8119], [0.3506, -1.2563, 1.4169], [0.9779, 1.8249, -2.6290]],
  "lowdin_charge": [-0.4226, -0.0805, -0.2717, 0.2345, -0.0180, 0.1146, 0.0288, 0.0668, 0.1508, 0.0887, 0.1095, -0.0009]
}



One value per record, in order, for maximum force: 6.0; 2.2; 3.4; 4.9; 2.6; 2.8; 9.1; 2.4; 5.1; 2.6; 4.9; 3.5; 2.5; 0.6; 3.6; 3.5; 5.3; 3.7; 3.0; 3.9 eV/A.
One value per record, in order, for relative energy (zero: lowest compared OMol25 entry of this formula, charge and spin): 132.6; 2.6; 23.5; 68.1; 6.9; 31.9; 22.2; 13.5; 81.1; 0.0; 38.2; 0.0; 104.2; 6.0; 99.5; 72.7; 74.3; 21.9; 38.6; 123.3 kcal per mole.